# C24H72N13O7P4Ti

C24H72N13O7P4Ti as an isolated structure at a distorted geometry (ωB97M-V with the def2-TZVPD basis set, OMol25).

Geometry (Å):
Ti  1.12547  2.68067  -0.19043
N  1.26261  -0.08706  -0.42716
O  2.34377  0.52910  -0.23195
O  0.26326  0.50764  0.12028
O  1.09030  -1.01276  -1.20952
O  1.93703  3.50578  1.93041
P  2.31898  3.41332  3.36008
N  1.84452  1.96262  4.04528
C  2.08885  0.73462  3.29505
C  1.24024  1.75765  5.36922
N  1.71105  4.60307  4.34844
C  0.27533  4.78956  4.54949
C  2.42691  5.88558  4.42193
N  3.97918  3.37760  3.61665
C  4.88097  2.98933  2.54724
C  4.45089  3.27114  4.95840
H  1.20457  0.15327  3.03654
H  2.81756  0.11886  3.83314
H  2.61334  0.93967  2.35836
H  0.98607  0.70587  5.46391
H  0.30395  2.31677  5.40990
H  1.89309  2.11019  6.16874
H  -0.21228  3.81352  4.46644
H  0.13512  5.15496  5.56471
H  -0.21890  5.35527  3.76133
H  1.90356  6.67191  3.87225
H  2.52146  6.22579  5.45489
H  3.39353  5.70232  3.95110
H  5.16185  1.92529  2.54203
H  4.35824  3.04956  1.59232
H  5.83881  3.50853  2.56028
H  5.44001  3.68143  5.15313
H  4.33244  2.27039  5.40863
H  3.78471  3.76820  5.67897
O  -0.63587  -2.22136  -7.10621
P  -0.28187  -1.95661  -5.69404
N  0.68029  -0.58734  -5.36121
C  0.68778  0.11452  -4.06745
C  1.11751  0.22303  -6.48558
N  0.62862  -3.16066  -4.95207
C  0.58253  -4.51563  -5.51317
C  1.23805  -3.07641  -3.62555
N  -1.60746  -1.68839  -4.68499
C  -2.41517  -2.82815  -4.23857
C  -2.34688  -0.43937  -4.88573
H  1.70412  0.05843  -3.67490
H  -0.05444  -0.34510  -3.42415
H  0.50004  1.18620  -4.20620
H  1.95716  0.90363  -6.31788
H  0.26732  0.83871  -6.80511
H  1.49043  -0.32432  -7.35346
H  0.12967  -4.43542  -6.50135
H  1.61121  -4.84491  -5.69155
H  0.09204  -5.26024  -4.88247
H  2.14482  -2.46898  -3.67236
H  0.56986  -2.59858  -2.90935
H  1.56885  -4.01855  -3.18993
H  -1.71082  -3.54257  -3.80360
H  -3.09609  -2.50095  -3.45723
H  -2.83736  -3.29834  -5.13202
H  -1.69361  0.32760  -5.28652
H  -2.75146  -0.11620  -3.92651
H  -3.25188  -0.68338  -5.45292
O  -1.60064  -7.47510  1.59451
P  -0.45235  -6.55443  1.55042
N  -0.22521  -5.63669  2.94706
C  -0.31702  -6.39168  4.22114
C  -0.63885  -4.22069  3.04629
N  -0.49848  -5.33996  0.38368
C  0.73414  -4.63870  0.03785
C  -1.50539  -5.37431  -0.66526
N  0.98231  -7.37026  1.20931
C  1.16756  -8.06861  -0.04742
C  2.20512  -7.07873  1.95430
H  -0.78827  -5.80595  4.99883
H  0.72017  -6.60485  4.52847
H  -0.64418  -7.40932  3.99710
H  -1.20685  -4.02018  3.95219
H  -1.30309  -3.96608  2.22257
H  0.28873  -3.64780  3.01623
H  1.33618  -4.34350  0.89650
H  1.37869  -5.34369  -0.50527
H  0.44248  -3.82674  -0.62335
H  -1.22112  -6.11239  -1.42237
H  -2.53651  -5.46556  -0.32913
H  -1.55320  -4.42102  -1.20589
H  0.18571  -8.12975  -0.51721
H  1.88382  -7.54293  -0.68681
H  1.56930  -9.07321  0.10924
H  2.60279  -8.01393  2.36679
H  1.94993  -6.35950  2.72924
H  3.08628  -6.67994  1.43412
O  -0.57776  3.90453  -1.13540
P  -2.00526  4.25317  -0.90259
N  -2.31282  4.31589  0.77255
C  -2.27423  5.55604  1.54564
C  -2.30435  3.13011  1.60939
N  -3.11107  3.15802  -1.36624
C  -4.51553  3.14673  -0.90099
C  -2.81418  2.05083  -2.27332
N  -2.45267  5.77570  -1.34740
C  -3.78882  6.25747  -1.64059
C  -1.43087  6.82126  -1.38459
H  -2.70407  5.31988  2.52329
H  -2.95393  6.31149  1.14678
H  -1.27918  5.95858  1.74479
H  -1.93596  2.31059  0.98620
H  -3.30402  2.92641  2.01630
H  -1.65608  3.22225  2.48548
H  -4.80342  2.10154  -0.85230
H  -4.58014  3.58772  0.09359
H  -5.13901  3.77085  -1.54048
H  -3.29863  2.29940  -3.22697
H  -1.75532  2.08081  -2.53108
H  -3.16808  1.09101  -1.91111
H  -4.17430  5.83691  -2.58023
H  -4.52111  6.13326  -0.84525
H  -3.73591  7.28737  -1.99703
H  -1.49705  7.43899  -0.48867
H  -1.30757  7.36206  -2.32500
H  -0.42465  6.38634  -1.34586

The calculation puts the molar mass at 826.69 g/mol. The energy above the lowest of the compared OMol25 structures with the same formula, charge and spin comes out at 0.0 kJ/mol. Its highest occupied orbital energy (alpha / beta) is -4.49 / -7.96 eV. The gap between HOMO and LUMO (alpha / beta) is 0.17486 / 0.30070 hartree. The expectation value of S² is 3.75. For the calculated total energy, the calculation gives -120029.6781 eV. Its spin multiplicity is 4.